# 1
Here is a structure of composition C13H7Cl8IN2O2SiTi from the OMol25 dataset. Energies are from the ωB97M-V functional and the def2-TZVPD basis.

Its charge is 0. The value obtained for the HOMO energy is -9.0 eV. Its lowest unoccupied orbital energy is -1.36 eV.

XYZ file:
```
35
C13H7Cl8IN2O2SiTi | the OMol25 dataset | the ωB97M-V functional and the def2-TZVPD basis
Ti 0.505 -0.289 0.634
O -0.283 -0.937 2.329
N -1.034 -1.964 2.302
N -1.139 -2.421 1.130
O -0.464 -1.820 0.158
C -1.937 -3.597 0.837
C -2.773 -4.117 1.815
C -3.512 -5.247 1.516
C -3.424 -5.836 0.261
C -2.599 -5.282 -0.706
C -1.846 -4.150 -0.424
H -2.838 -3.645 2.786
H -4.168 -5.665 2.269
H -4.004 -6.721 0.037
H -2.533 -5.729 -1.690
H -1.207 -3.698 -1.170
Cl 1.296 -3.268 -1.689
C 1.877 -1.665 -2.049
C 1.712 -0.587 -1.159
C 2.360 0.580 -1.569
Cl 2.341 1.938 -0.474
C 3.026 0.754 -2.772
Cl 3.753 2.262 -3.167
C 3.091 -0.313 -3.654
Cl 3.869 -0.134 -5.174
C 2.532 -1.532 -3.283
Cl 2.663 -2.859 -4.374
I 2.462 -2.734 1.949
C 2.282 -0.614 1.710
H 3.185 -0.297 1.206
H 2.236 -0.211 2.713
Cl -2.719 0.207 0.310
Si -1.238 1.341 -0.710
Cl -2.193 3.150 -0.859
Cl -0.064 1.776 1.564
```

Results of the Mulliken charge analysis, in e, for atoms 1 through 2: atom 1 (Ti): 0.13, atom 2 (O): -0.18


# 2
Here is a structure of composition C53H45BaBrN7O2PS from the OMol25 dataset. Energies are from the ωB97M-V functional and the def2-TZVPD basis.

Its charge is -2. The value obtained for the HOMO energy is -0.8 eV. Its lowest unoccupied orbital energy is 3.59 eV.

XYZ file:
```
111
C53H45BaBrN7O2PS | the OMol25 dataset | the ωB97M-V functional and the def2-TZVPD basis
Ba -0.264 0.588 1.181
O -1.697 -0.069 3.019
C -1.707 -0.420 4.252
C -2.845 -1.071 4.806
C -2.890 -1.499 6.114
C -1.800 -1.301 6.969
C -0.684 -0.665 6.463
C -0.593 -0.216 5.139
C 0.679 0.412 4.762
N 1.015 0.882 3.623
N 2.312 1.403 3.566
C 2.614 1.859 2.369
O 1.866 1.964 1.341
C 4.040 2.295 2.202
C 4.806 1.667 1.223
C 6.128 2.042 1.023
C 6.689 3.059 1.789
C 5.926 3.686 2.766
C 4.607 3.298 2.977
H -3.681 -1.231 4.135
H -3.781 -1.999 6.481
H -1.828 -1.637 7.998
H 0.175 -0.505 7.109
H 1.424 0.484 5.563
H 4.359 0.865 0.643
H 6.719 1.535 0.269
H 7.719 3.357 1.628
H 6.359 4.477 3.368
H 4.010 3.765 3.751
S -2.602 -0.116 -0.891
C -3.633 1.282 -0.679
N -4.796 1.413 -1.247
N -5.167 0.391 -2.020
C -6.404 0.359 -2.621
C -7.329 1.398 -2.479
C -8.559 1.322 -3.112
C -8.906 0.227 -3.894
C -7.984 -0.806 -4.032
C -6.750 -0.745 -3.409
N -3.396 2.459 0.087
N -2.344 2.533 0.726
C -2.153 3.756 1.451
C -2.898 4.893 1.137
C -2.689 6.067 1.837
C -1.747 6.114 2.860
C -1.026 4.976 3.183
C -1.227 3.785 2.495
H -4.525 -0.402 -2.059
H -7.061 2.247 -1.867
H -9.263 2.138 -2.988
H -9.870 0.177 -4.382
H -8.227 -1.673 -4.634
H -6.037 -1.554 -3.521
H -3.615 4.833 0.331
H -3.255 6.955 1.583
H -1.578 7.036 3.402
H -0.300 5.002 3.986
H -0.652 2.911 2.799
C 3.156 2.099 -1.933
C 2.753 1.589 -3.292
C 3.081 2.333 -4.424
C 2.816 1.872 -5.704
C 2.216 0.633 -5.869
C 1.876 -0.117 -4.752
C 2.119 0.345 -3.457
P 1.687 -0.616 -1.946
C 0.527 -1.901 -2.621
C -0.544 -1.359 -3.342
C -1.549 -2.142 -3.884
C -1.517 -3.514 -3.688
C -0.488 -4.066 -2.942
C 0.542 -3.296 -2.392
C 1.564 -4.014 -1.549
C 3.284 -1.403 -1.587
C 4.176 -1.704 -2.620
C 5.364 -2.384 -2.420
C 5.679 -2.771 -1.097
C 4.853 -2.482 -0.051
C 3.599 -1.771 -0.211
C 2.779 -1.537 0.867
H 3.248 3.186 -1.931
H 4.127 1.679 -1.656
H 2.462 1.811 -1.143
H 3.561 3.297 -4.289
H 3.080 2.475 -6.565
H 2.014 0.247 -6.861
H 1.409 -1.084 -4.888
H -0.598 -0.284 -3.464
H -2.362 -1.675 -4.426
H -2.298 -4.149 -4.090
H -0.477 -5.136 -2.762
H 1.250 -5.051 -1.405
H 1.666 -3.549 -0.566
H 2.553 -4.010 -2.007
H 3.917 -1.406 -3.631
H 6.034 -2.596 -3.244
H 6.605 -3.307 -0.901
H 5.124 -2.792 0.953
H 1.910 -0.912 0.764
H 3.058 -1.839 1.869
Br -1.998 -6.661 2.039
C -1.302 -4.894 1.931
C -1.355 -4.211 0.734
C -0.831 -2.926 0.718
N -0.290 -2.336 1.783
C -0.255 -3.020 2.922
C -0.750 -4.310 3.053
H -1.780 -4.641 -0.161
H -0.853 -2.362 -0.209
H 0.179 -2.514 3.777
H -0.709 -4.824 4.002
```

Results of the Mulliken charge analysis, in e, for atoms 1 through 2: atom 1 (Ba): 1.65, atom 2 (O): -0.41


ΔE to the lowest compared entry with this formula, charge and spin values (in kcal per mole) by entry order: 77.8, 9.6.
E_tot values (in eV) by entry order: -159943.6415, -161080.4820.
HOMO-LUMO gap values (in eV) by entry order: 7.61, 4.40.